Entry 1:
Below is a cluster of 2 separate species, C4H10N in total in a non-equilibrium geometry, with properties calculated with wB97M-V/def2-TZVPD.

## Properties
Energy relative to the best compared isomer or geometry (same formula, charge and spin): 273.5 kJ/mol
Net charge: +1
Orbital gap: 8.1 eV
E: -5791.0232 eV

Each line ends with the natural charge from an NBO analysis.
Cartesian coordinates (Å):
C -2.46 -0.24 -0.59  0.13
N -1.59 0.75 -0.44  -0.59
H -3.49 0.10 -0.75  0.25
H -2.09 -1.24 -0.09  0.27
H -0.64 0.71 0.00  0.46
H -1.70 1.70 -0.64  0.43
C 1.22 -0.87 -0.62  -0.67
C 0.98 -0.32 0.81  -0.27
C 1.49 0.84 1.18  -0.35
H 2.19 -1.38 -0.51  0.26
H 1.38 -0.07 -1.42  0.22
H 0.45 -1.58 -1.07  0.21
H 0.73 -1.04 1.52  0.21
H 1.74 1.08 2.20  0.23
H 1.79 1.54 0.42  0.20

=====

Entry 2:
Below is a structure of composition C6H16BeF2N3O12S2 in a non-equilibrium geometry, with properties calculated with wB97M-V/def2-TZVPD.

## Properties
Energy relative to the best compared isomer or geometry (same formula, charge and spin): 0.0 kJ/mol
Net charge: -1
Orbital gap: 9.6 eV
E: -63036.0629 eV

Each line ends with the natural charge from an NBO analysis.
Cartesian coordinates (Å):
Be 8.00 11.47 10.01  1.72
N 8.88 5.58 5.34  -1.18
S 9.20 7.04 5.70  2.52
O 9.13 7.77 4.45  -0.95
O 10.30 7.34 6.59  -0.98
F 7.95 7.55 6.56  -0.50
S 8.76 4.45 6.52  2.45
O 7.73 3.51 6.14  -0.91
O 8.63 4.89 7.94  -0.92
F 10.19 3.72 6.45  -0.49
C 9.83 11.58 11.59  0.98
O 10.07 10.38 11.35  -0.70
O 10.47 12.23 12.61  -0.69
O 8.89 12.34 10.93  -0.99
C 9.24 10.00 8.03  0.81
O 8.77 11.04 8.60  -0.88
N 9.56 10.22 6.74  -0.84
N 9.55 8.93 8.65  -0.78
H 9.38 11.19 6.38  0.42
H 10.15 9.58 6.21  0.42
H 9.37 8.80 9.65  0.43
H 9.79 8.06 8.17  0.44
C 5.05 9.13 9.87  -0.08
C 5.82 10.30 9.18  -0.08
O 6.58 11.04 10.20  -1.12
O 5.89 8.22 10.54  -0.73
H 4.56 8.59 9.11  0.18
H 4.42 9.58 10.62  0.15
H 5.13 10.90 8.61  0.17
H 6.58 9.89 8.45  0.15
H 10.22 13.17 12.52  0.49
H 6.61 8.66 11.03  0.48
C 6.21 9.86 3.88  -0.09
C 5.46 8.55 4.21  -0.08
O 4.81 8.76 5.43  -0.73
O 6.98 10.21 4.99  -0.74
H 5.42 10.61 3.71  0.17
H 6.86 9.68 3.05  0.16
H 6.14 7.65 4.24  0.17
H 4.71 8.31 3.42  0.16
H 5.43 8.83 6.13  0.48
H 7.89 9.91 4.91  0.49

=====

Entry 3:
Below is a structure of composition C5H12N2O2 in a non-equilibrium geometry, with properties calculated with wB97M-V/def2-TZVPD.

## Properties
2S+1: 3
Energy relative to the best compared isomer or geometry (same formula, charge and spin): 89.8 kJ/mol
Net charge: 0
Orbital gap (alpha / beta): 6.7 / 7.2 eV
E: -12447.6738 eV

Each line ends with the natural charge from an NBO analysis.
Cartesian coordinates (Å):
C -0.19 -1.59 -0.82  -0.59
C -1.39 0.63 -0.66  -0.62
C 0.69 -0.12 1.58  -0.67
C -0.07 -0.03 -0.89  -0.31
C 0.82 0.50 0.16  0.42
N 1.03 1.80 0.17  -0.73
N 2.56 -0.16 -0.11  0.26
O 2.78 -1.35 0.08  -0.32
O 3.39 0.68 -0.37  -0.50
H -0.74 -1.71 0.13  0.20
H 0.78 -1.88 -0.76  0.24
H -0.84 -2.04 -1.50  0.22
H -2.23 -0.11 -0.99  0.22
H -1.76 1.54 -1.22  0.24
H -1.58 0.91 0.44  0.22
H -0.23 0.06 2.10  0.22
H 1.52 0.28 2.11  0.23
H 0.77 -1.28 1.58  0.26
H 0.37 0.30 -1.91  0.23
H 1.35 2.21 -0.67  0.40
H 1.56 2.22 0.86  0.39

=====

Entry 4:
Below is a structure of composition C33H31N5O6SSeY, with properties calculated with wB97M-V/def2-TZVPD.

## Properties
Energy relative to the best compared isomer or geometry (same formula, charge and spin): 102.4 kJ/mol
Net charge: -1
Orbital gap: 6.4 eV
E: -131692.2341 eV

Each line ends with the Mulliken charge.
Cartesian coordinates (Å):
Y -0.04 0.42 -0.44  0.20
C 4.58 0.69 -0.27  -1.68
C 3.18 1.23 -0.15  0.96
O 2.26 0.34 0.02  0.37
C 2.94 2.58 -0.30  -1.61
C 1.57 3.00 -0.36  1.64
C 1.08 3.86 -1.50  -1.24
N 0.68 2.58 0.50  -0.18
N 1.19 2.29 1.77  -0.67
C 0.75 1.21 2.33  0.86
O 0.01 0.29 1.79  -0.91
C 1.16 0.98 3.75  0.70
C 0.63 -0.09 4.45  -0.28
C 1.00 -0.34 5.77  -0.80
C 1.93 0.49 6.40  -0.33
C 2.47 1.56 5.70  -0.68
C 2.09 1.81 4.39  -0.42
H 4.63 0.03 -1.13  0.27
H 5.32 1.49 -0.37  0.41
H 4.80 0.10 0.62  0.27
H 3.73 3.21 -0.71  0.32
H 1.80 3.87 -2.32  0.33
H 0.13 3.49 -1.87  0.14
H 0.92 4.87 -1.13  0.31
H -0.09 -0.72 3.95  0.49
H 0.57 -1.18 6.30  0.38
H 2.22 0.29 7.42  0.37
H 3.19 2.21 6.18  0.38
H 2.50 2.64 3.83  0.45
C -3.62 -2.18 -0.87  -1.20
C -2.20 -2.02 -1.32  0.61
O -1.68 -0.91 -1.44  -0.16
N -1.51 -3.13 -1.65  -0.07
C -0.13 -3.06 -2.09  -0.26
C 0.84 -3.10 -0.93  0.74
C 1.78 -4.10 -0.84  -0.85
C 2.64 -4.13 0.25  -0.46
C 2.50 -3.16 1.23  -0.92
C 1.53 -2.18 1.05  -0.36
N 0.72 -2.13 -0.01  0.22
H -3.81 -1.47 -0.06  0.12
H -3.85 -3.19 -0.55  0.43
H -4.27 -1.91 -1.70  0.29
H -1.93 -4.02 -1.44  0.27
H 0.02 -2.14 -2.65  -0.64
H 0.06 -3.90 -2.76  0.48
H 1.85 -4.85 -1.62  0.39
H 3.39 -4.90 0.34  0.40
H 3.12 -3.14 2.10  0.51
H 1.40 -1.39 1.77  0.53
O -1.52 1.91 -1.72  -0.66
C -2.41 1.99 -0.86  1.13
N -2.37 1.27 0.26  0.04
S -3.65 1.53 1.21  1.04
O -3.31 2.15 2.46  -0.71
O -4.48 0.35 1.27  -0.75
C -4.42 2.72 0.13  -0.07
C -5.60 3.43 0.27  -0.71
C -5.95 4.30 -0.75  -0.45
C -5.14 4.44 -1.88  -0.70
C -3.96 3.73 -2.00  -0.34
C -3.61 2.86 -0.98  -0.02
H -6.22 3.31 1.15  0.45
H -6.87 4.87 -0.68  0.39
H -5.44 5.13 -2.66  0.40
H -3.31 3.83 -2.87  0.57
Se 1.49 0.08 -2.98  -0.28
C 0.35 -0.16 -4.50  -0.13
C 0.88 -0.72 -5.67  -0.68
C 0.09 -0.95 -6.79  -0.48
C -1.27 -0.63 -6.77  -0.46
C -1.80 -0.08 -5.62  -0.84
C -1.01 0.16 -4.50  0.37
H 1.93 -0.97 -5.70  0.36
H 0.53 -1.38 -7.68  0.34
H -1.89 -0.81 -7.64  0.36
H -2.86 0.19 -5.58  0.38
H -1.44 0.61 -3.62  0.31

=====

Entry 5:
Below is the ion C5H9O with charge +1 in a non-equilibrium geometry, with properties calculated with wB97M-V/def2-TZVPD.

## Properties
Energy relative to the best compared isomer or geometry (same formula, charge and spin): 114.8 kJ/mol
Net charge: +1
Orbital gap: 9.2 eV
E: -7368.6505 eV

Each line ends with the natural charge from an NBO analysis.
Cartesian coordinates (Å):
C 0.98 1.16 0.30  -0.39
C -0.40 1.00 0.41  0.45
C 1.79 0.28 -0.26  0.10
C 1.54 -1.10 -0.18  -0.71
C -2.39 -0.21 -0.13  -0.27
O -0.97 -0.14 0.17  -0.41
H 1.26 2.21 0.29  0.26
H -1.11 1.81 0.51  0.21
H 2.82 0.53 -0.50  0.25
H 2.19 -1.60 0.79  0.32
H 2.05 -1.73 -0.80  0.27
H 0.55 -1.47 0.01  0.26
H -2.99 -0.27 0.75  0.22
H -2.80 0.66 -0.72  0.22
H -2.52 -1.13 -0.65  0.23